Entry from OMol25: 11 unconnected molecules or ions with the total composition C44H110BN10O18 (the ωB97M-V functional and the def2-TZVPD basis).

The calculation puts the orbital gap at 8.95 eV. For the total energy, the calculation gives -99843.17439 eV.

The geometry in ORCA input format:
```
! wB97M-V def2-TZVPD RIJCOSX def2/J DEFGRID3
* xyz -1 1
O 0.3075 0.3917 2.6032
C -0.4486 -0.1125 1.7761
O -0.9575 0.3808 0.6744
B -1.6330 -0.7213 -0.0721
O -1.7392 -1.8432 0.8447
C -0.9713 -1.6070 1.8518
O -0.7115 -2.3518 2.7874
O -0.8542 -1.0646 -1.2557
C -1.4944 -0.6995 -2.3313
O -1.0734 -0.8330 -3.4797
C -2.9488 -0.2842 -1.9195
O -2.9988 -0.4437 -0.6066
O -3.9043 -0.0147 -2.6223
C 6.5131 -4.6406 8.1231
C 5.3331 -3.5448 7.9943
C 5.5209 -2.2769 8.8920
O 5.6382 -2.5231 10.2940
C 5.6102 -1.2766 11.0301
N 5.0922 -3.2201 6.5685
H 6.4520 -5.4581 7.4048
H 6.4342 -5.1761 9.0692
H 7.4711 -4.1301 8.0248
H 4.4211 -4.0895 8.2381
H 4.6425 -1.6610 8.6995
H 6.3629 -1.7985 8.3917
H 5.5275 -1.5128 12.0910
H 4.7441 -0.6759 10.7522
H 6.4145 -0.5544 10.8903
H 4.1255 -3.2628 6.2791
H 5.4249 -2.3109 6.2808
C 9.0786 -2.0675 0.1765
C 9.4367 -1.5594 1.5783
C 8.6547 -0.3197 1.9113
O 9.0144 0.2921 3.1590
C 8.3163 1.5295 3.3729
N 9.2528 -2.6201 2.5576
H 9.3962 -1.3193 -0.5498
H 8.0051 -2.2035 0.0458
H 9.5037 -3.0454 -0.0495
H 10.4742 -1.2536 1.7136
H 7.6188 -0.6418 2.0178
H 8.8065 0.4093 1.1154
H 8.3904 1.8493 4.4123
H 7.2668 1.2854 3.2084
H 8.5189 2.3655 2.7036
H 9.7149 -2.2585 3.3796
H 8.2801 -2.6721 2.8244
C -4.3918 -9.3651 5.0916
C -3.9838 -7.9868 4.7551
C -5.1528 -7.1158 4.1872
O -5.7756 -7.6228 3.0278
C -5.0087 -7.7037 1.8544
N -3.5325 -7.3684 5.9994
H -4.7243 -9.7992 4.1487
H -5.2558 -9.4475 5.7510
H -3.6204 -9.9414 5.6026
H -3.2245 -7.9687 3.9733
H -4.7716 -6.1066 4.0315
H -5.8663 -7.0722 5.0101
H -4.3488 -8.5695 1.9096
H -4.3851 -6.8301 1.6644
H -5.7173 -7.8967 1.0490
H -3.0680 -6.4943 5.7986
H -2.7527 -7.9168 6.3330
C 3.1665 8.7967 4.1402
C 3.1994 8.6558 5.6402
C 2.8544 7.2364 6.1698
O 3.0625 7.1845 7.6151
C 2.8416 5.8930 8.1718
N 4.5744 8.9820 6.0513
H 3.8076 7.9953 3.7731
H 3.5418 9.7362 3.7344
H 2.1534 8.5846 3.7984
H 2.5482 9.3865 6.1199
H 3.4996 6.4842 5.7158
H 1.8335 6.9318 5.9394
H 3.4389 5.1476 7.6468
H 1.8336 5.5140 8.0029
H 2.8991 5.7991 9.2562
H 5.1728 8.2162 5.7765
H 4.5296 8.8750 7.0546
C -10.3767 4.6717 -1.3769
C -10.8274 3.2342 -1.2358
C -12.1756 3.0109 -0.5709
O -12.2623 3.6295 0.6896
C -11.4903 3.0343 1.7434
N -10.8907 2.7606 -2.5860
H -10.2219 4.9617 -0.3376
H -11.1373 5.3325 -1.7927
H -9.4392 4.7153 -1.9313
H -10.1157 2.6344 -0.6685
H -12.6368 2.0237 -0.5417
H -12.8778 3.6612 -1.0926
H -11.1646 3.7925 2.4555
H -10.5671 2.5456 1.4321
H -11.8958 2.1806 2.2863
H -11.2277 1.8103 -2.5264
H -9.9994 2.7027 -3.0576
C -4.9539 -3.0632 -11.4315
C -5.2787 -4.4907 -10.8284
C -5.0357 -4.5151 -9.3366
O -5.3614 -5.6733 -8.6041
C -5.1613 -5.5609 -7.2213
N -6.6031 -4.9300 -11.1403
H -5.8033 -2.3928 -11.3007
H -4.8099 -3.1652 -12.5071
H -4.0244 -2.6330 -11.0586
H -4.5715 -5.1985 -11.2608
H -5.5103 -3.6259 -8.9216
H -3.9802 -4.2954 -9.1760
H -5.3696 -6.5771 -6.8866
H -5.8777 -4.8766 -6.7668
H -4.1333 -5.2577 -7.0233
H -6.7653 -5.6031 -10.4050
H -7.3020 -4.2308 -10.9336
C -1.2087 -2.0898 12.9841
C -1.8577 -0.7062 12.6105
C -3.3338 -0.9631 11.9879
O -3.3924 -1.4957 10.7176
C -2.9914 -0.5683 9.6858
N -1.9982 0.1168 13.8158
H -1.8248 -2.4230 13.8192
H -0.1519 -2.0367 13.2457
H -1.2648 -2.7699 12.1341
H -1.2586 -0.1224 11.9117
H -3.9244 -0.0470 11.9930
H -3.8607 -1.6919 12.6038
H -1.9283 -0.3456 9.7763
H -3.5392 0.3740 9.6960
H -3.1682 -1.0336 8.7160
H -2.8305 -0.2608 14.2457
H -1.3274 -0.2001 14.5012
C 3.9581 -3.7945 -9.1691
C 5.1390 -2.9705 -8.5464
C 5.6442 -1.7735 -9.4122
O 5.9689 -2.1767 -10.7730
C 6.4424 -1.0026 -11.4318
N 4.7771 -2.4845 -7.2235
H 4.0953 -4.0428 -10.2215
H 3.0534 -3.1875 -9.2049
H 3.7589 -4.6671 -8.5470
H 6.0057 -3.6242 -8.4494
H 6.5282 -1.3362 -8.9481
H 4.7975 -1.0893 -9.4680
H 7.3856 -0.6033 -11.0589
H 5.6897 -0.2160 -11.3800
H 6.6064 -1.2507 -12.4804
H 4.4993 -3.2917 -6.6837
H 3.8531 -2.1946 -7.5104
C 4.1922 3.8657 -4.4872
C 5.0524 3.8038 -3.2020
C 4.5801 4.8272 -2.1671
O 4.6549 6.1938 -2.5436
C 5.9761 6.6342 -2.5964
N 4.8799 2.4529 -2.6118
H 3.1960 3.4683 -4.2925
H 4.4718 3.0895 -5.1995
H 4.2232 4.8660 -4.9189
H 6.0829 4.0118 -3.4899
H 5.2606 4.6584 -1.3325
H 3.5450 4.6573 -1.8705
H 5.9479 7.7235 -2.5730
H 6.4502 6.2470 -3.4983
H 6.5688 6.3497 -1.7270
H 3.8955 2.2631 -2.4892
H 5.1101 1.7526 -3.3022
C -4.9217 5.4778 -10.8230
C -4.5311 4.2735 -10.0229
C -2.9730 4.1190 -9.8443
O -2.3428 4.0979 -11.1289
C -0.9914 3.5934 -11.0662
N -5.1966 4.3175 -8.7171
H -6.0032 5.5594 -10.9316
H -4.5919 5.4442 -11.8614
H -4.5008 6.3530 -10.3281
H -4.9693 3.4052 -10.5149
H -2.8084 3.2592 -9.1949
H -2.6039 5.0179 -9.3505
H -0.2930 4.0571 -10.3695
H -0.5368 3.6978 -12.0513
H -0.9842 2.5325 -10.8160
H -4.9303 3.5255 -8.1498
H -4.8104 5.0914 -8.1954
*
```

=====

Entry from OMol25: 11 unconnected molecules or ions with the total composition C44H110O22 (the ωB97M-V functional and the def2-TZVPD basis).

The SMILES is COCCOC.COCCOC.COCCOC.COCCOC.COCCOC.COCCOC.COCCOC.COCCOC.COCCOC.COCCOC.COCCOC. The calculation puts the orbital gap at 9.38 eV. For the total energy, the calculation gives -92442.01353 eV.

The geometry in ORCA input format:
```
! wB97M-V def2-TZVPD RIJCOSX def2/J DEFGRID3
* xyz 0 1
C 14.0981 14.0008 8.4498
O 15.1708 13.3856 7.7931
C 16.2701 13.1198 8.7161
C 16.9746 14.3927 9.1253
O 17.9951 14.6433 8.1709
C 18.6325 15.8481 8.4776
H 13.2738 14.1159 7.7325
H 14.2582 14.9653 8.9377
H 13.6680 13.3696 9.2249
H 17.0018 12.5438 8.1586
H 16.0161 12.4983 9.5847
H 17.4594 14.4194 10.1017
H 16.1938 15.1476 9.0437
H 19.0052 15.9133 9.5315
H 17.9360 16.7063 8.2964
H 19.4307 15.9900 7.7742
C 9.9812 11.8805 9.3699
O 11.2771 12.5322 9.6350
C 11.2253 13.1233 10.9464
C 10.1377 14.1989 11.0715
O 9.9797 14.9779 9.8792
C 11.0997 15.7950 9.6212
H 9.1690 12.5831 9.1525
H 9.6816 11.2203 10.1630
H 10.1976 11.2600 8.4785
H 12.2254 13.5316 11.0605
H 11.0872 12.3261 11.6886
H 10.5094 14.8360 11.9140
H 9.1657 13.7664 11.3513
H 11.4318 16.3600 10.4932
H 10.7944 16.5200 8.9169
H 11.9173 15.1540 9.4003
C 16.3949 14.4065 16.9075
O 15.3027 15.2662 16.6478
C 15.3114 16.6266 17.0369
C 16.3056 17.4928 16.3409
O 15.7087 17.7624 15.0172
C 16.5656 18.7368 14.4312
H 17.3617 14.7631 16.5764
H 16.1365 13.4513 16.5221
H 16.4676 14.3500 17.9990
H 15.3257 16.6605 18.1210
H 14.3214 16.9943 16.7655
H 17.2389 16.9495 16.1682
H 16.5051 18.4421 16.8496
H 16.5798 19.6220 15.0539
H 16.0373 18.9771 13.4938
H 17.5975 18.3762 14.3256
C 18.7041 21.0869 14.5188
O 18.0755 20.9189 13.2847
C 17.3102 22.1047 13.0212
C 16.4849 21.8539 11.8093
O 17.3662 21.7310 10.7114
C 16.6407 21.2977 9.5501
H 17.9956 21.3357 15.3521
H 19.5018 21.8221 14.4754
H 19.1737 20.1125 14.7520
H 18.0716 22.8755 12.8076
H 16.7324 22.3497 13.8964
H 15.8034 22.6818 11.5938
H 15.8830 20.9452 11.9419
H 15.9076 22.0744 9.2012
H 16.0241 20.3985 9.6969
H 17.2901 21.1921 8.6564
C 22.0905 12.9995 12.4418
O 20.8229 12.7699 11.7942
C 20.3489 13.9930 11.2464
C 19.8049 14.9446 12.3386
O 18.5910 14.3487 12.8889
C 18.1358 15.0816 13.9918
H 22.7898 13.4200 11.7138
H 22.4478 12.0193 12.8262
H 21.9400 13.6811 13.2909
H 19.5615 13.7420 10.5225
H 21.1320 14.4667 10.6190
H 19.5565 15.9187 11.9251
H 20.5266 15.1294 13.1345
H 17.1689 14.6466 14.2602
H 17.9161 16.0981 13.6687
H 18.8110 15.1803 14.8312
C 20.5157 20.6453 9.8532
O 21.6228 20.8084 10.6799
C 21.1350 21.1496 11.9449
C 22.3524 21.4221 12.7826
O 23.1476 20.2077 12.8876
C 24.3554 20.4546 13.6236
H 20.8370 20.1167 8.9452
H 20.0465 21.5897 9.4827
H 19.7638 19.9977 10.3494
H 20.5958 20.2832 12.3586
H 20.4613 22.0165 11.8787
H 22.1656 21.7082 13.8440
H 22.9761 22.2389 12.3566
H 24.9611 21.1815 13.0392
H 24.8974 19.4987 13.6787
H 24.1496 20.8381 14.6179
C 12.3034 19.5392 11.8177
O 12.3900 19.0261 10.5292
C 12.5687 20.1460 9.6553
C 12.8330 19.5845 8.2639
O 14.2104 19.3206 8.2005
C 14.4200 18.0268 7.5592
H 12.0300 18.6893 12.4572
H 11.5298 20.3163 11.8126
H 13.1940 19.9986 12.2577
H 13.4276 20.7325 9.9170
H 11.7386 20.8694 9.6517
H 12.5783 20.2561 7.4599
H 12.2013 18.6873 8.1367
H 13.7894 18.0123 6.6334
H 14.0776 17.2763 8.2777
H 15.4871 17.8634 7.2855
C 18.9944 19.6174 18.8905
O 18.7915 18.3350 18.3266
C 19.9452 17.5464 18.3042
C 20.9806 18.0534 17.3195
O 20.5386 17.8734 15.9454
C 21.4795 18.3690 15.0543
H 18.0140 20.1016 19.0301
H 19.6442 20.2511 18.2782
H 19.5900 19.6217 19.8258
H 19.6740 16.5316 18.0630
H 20.4480 17.6529 19.2726
H 21.8616 17.4032 17.4225
H 21.3463 19.0320 17.5744
H 21.1885 18.1140 14.0211
H 22.5129 17.9795 15.2228
H 21.6213 19.4685 15.0707
C 16.5294 10.9493 12.2735
O 16.0215 10.5762 11.0044
C 14.6539 10.7404 10.8093
C 14.2365 10.4021 9.3776
O 14.2101 9.0082 9.2813
C 14.1437 8.6190 7.9306
H 15.9601 10.4420 13.0935
H 16.2749 12.0230 12.4554
H 17.6062 10.7972 12.4097
H 14.2574 11.7376 11.0721
H 14.1638 10.0695 11.5095
H 14.9645 10.7737 8.6497
H 13.2192 10.8316 9.2552
H 14.3029 7.5286 7.7992
H 14.9254 9.1799 7.3672
H 13.1537 8.9031 7.5265
C 15.2838 14.6564 12.0165
O 14.4959 15.6086 11.2512
C 14.4724 16.8721 11.8517
C 15.5243 17.7861 11.1742
O 16.8016 17.4181 11.7204
C 17.7127 18.3068 11.1788
H 15.1836 13.7060 11.5168
H 14.9030 14.5096 13.0302
H 16.3147 14.9519 12.1147
H 14.6597 16.8860 12.9206
H 13.4806 17.3396 11.6983
H 15.2802 18.8474 11.3260
H 15.5312 17.5653 10.1060
H 17.8016 18.2143 10.1103
H 18.6987 18.1140 11.6100
H 17.5317 19.3501 11.4733
C 26.4116 15.1048 12.8161
O 25.5522 15.7719 11.9235
C 24.4773 16.3125 12.5884
C 23.6178 17.1637 11.6464
O 22.7894 16.2604 10.8798
C 22.1418 17.0153 9.8548
H 25.8919 14.2386 13.2059
H 26.7856 15.7918 13.5594
H 27.2605 14.7552 12.2453
H 24.7981 16.9563 13.4610
H 23.8035 15.5359 12.9946
H 24.2840 17.7834 11.0124
H 23.0013 17.8792 12.2002
H 22.8499 17.6112 9.2877
H 21.4190 17.7345 10.2666
H 21.6317 16.3093 9.2095
*
```

=====

Q: Which energy above the lowest of the compared OMol25 structures with the same formula, charge and spin values were calculated for the entries above? A: 4.745, 0.850, in eV.
Q: Which HOMO energy values were calculated for the entries above? A: -7.3, -9.1, in eV.
Q: Which max |F| values were calculated for the entries above? A: 3.71, 2.50, in eV Å⁻¹.